[1]
Here is a molecular structure, C21H29BN8O4Ru in a non-equilibrium geometry from the Open Molecules 2025 dataset. Energies are from wB97M-V/def2-TZVPD.

Properties
<S²>: 0.76
Total energy: -45609.8734 eV
E_HOMO (alpha / beta): -0.435 / -0.427 Eh
Energy relative to the best compared isomer or geometry (same formula, charge and spin): 47.7 kcal/mol
LUMO level (alpha / beta): -4.26 / -4.26 eV

ORCA input file:
```
! RIJCOSX wB97M-V def2-TZVPD def2/J DEFGRID3
* xyz 1 2
Ru -0.39 0.67 -0.13
C 3.00 2.93 -0.06
C 2.90 1.44 -0.07
C 4.05 0.67 -0.07
C 3.64 -0.64 -0.06
C 4.46 -1.89 -0.05
N 2.30 -0.64 -0.06
N 1.81 0.65 -0.07
B 1.39 -1.87 -0.04
N 0.49 -1.72 1.21
N -0.06 -0.49 1.42
C -0.86 -0.58 2.51
C -1.65 0.58 2.99
C -0.77 -1.86 3.02
C 0.08 -2.56 2.16
C 0.51 -3.98 2.21
N 0.55 -1.79 -1.33
N 0.01 -0.58 -1.62
C -0.75 -0.72 -2.73
C -1.53 0.41 -3.30
C -0.62 -2.02 -3.18
C 0.19 -2.67 -2.26
C 0.64 -4.09 -2.23
H 4.05 3.19 -0.02
H 2.60 3.39 -0.97
H 2.54 3.38 0.82
H 5.06 1.04 -0.07
H 5.51 -1.62 -0.11
H 4.29 -2.46 0.86
H 4.22 -2.53 -0.90
H 2.00 -2.89 0.00
H -1.43 1.49 2.42
H -2.72 0.36 2.91
H -1.43 0.80 4.03
H -1.26 -2.25 3.89
H 0.13 -4.44 3.12
H 0.11 -4.53 1.36
H 1.59 -4.07 2.20
H -1.39 1.33 -2.73
H -1.21 0.61 -4.32
H -2.59 0.17 -3.31
H -1.06 -2.44 -4.07
H 0.30 -4.60 -3.14
H 1.72 -4.16 -2.17
H 0.21 -4.61 -1.37
O -2.47 0.85 -0.29
C -3.16 2.01 0.09
C -2.23 3.19 0.09
C -2.72 4.48 0.16
C -1.84 5.54 0.15
C -0.48 5.27 0.06
C -0.07 3.96 0.00
N -0.91 2.91 0.01
H -2.95 0.02 0.18
H -3.60 1.88 1.09
H -3.98 2.19 -0.61
H -3.79 4.64 0.21
H -2.20 6.56 0.20
H 0.26 6.06 0.04
H 0.97 3.71 -0.08
O -3.14 -3.10 0.81
N -2.87 -1.97 0.50
O -3.55 -0.97 0.91
O -1.90 -1.66 -0.21
*
```

[2]
Here is a molecular structure, C21H29F12NNiO7S2Si2 in a non-equilibrium geometry from the Open Molecules 2025 dataset. Energies are from wB97M-V/def2-TZVPD.

Properties
<S²>: 2.01
Total energy: -149150.8741 eV
E_HOMO (alpha / beta): -0.093 / -0.096 Eh
Energy relative to the best compared isomer or geometry (same formula, charge and spin): 34.8 kcal/mol
LUMO level (alpha / beta): 4.60 / 4.60 eV

ORCA input file:
```
! RIJCOSX wB97M-V def2-TZVPD def2/J DEFGRID3
* xyz -2 3
Ni -0.98 0.73 -0.13
F 3.30 -4.11 2.86
C 2.10 -4.56 2.47
F 1.19 -3.76 3.21
F 1.93 -5.77 2.98
S 1.68 -4.38 0.47
O 1.45 -2.93 0.39
O 0.57 -5.31 0.37
N 2.88 -4.96 -0.35
S 3.78 -4.23 -1.46
O 3.67 -2.78 -1.66
O 3.85 -5.04 -2.66
C 5.54 -4.26 -0.73
F 5.55 -3.62 0.45
F 5.88 -5.55 -0.35
F 6.54 -3.82 -1.52
C -2.76 -3.21 1.05
C -1.98 -2.16 0.31
O -1.94 -1.00 0.80
C -1.37 -2.60 -1.01
C -1.62 -3.89 -1.38
C -0.62 -4.53 -2.08
C 0.39 -3.80 -2.68
C 0.51 -2.45 -2.51
C -0.42 -1.79 -1.68
O -0.33 -0.47 -1.52
H -2.69 -2.96 2.10
H -2.26 -4.25 0.79
H -3.78 -3.17 0.72
H -2.55 -4.41 -1.15
H -0.52 -5.60 -2.24
H 1.09 -4.36 -3.37
H 1.38 -1.93 -2.91
C 2.29 0.49 0.84
C 1.35 1.22 1.80
O -0.05 1.27 1.42
C 1.33 0.51 3.22
F 1.71 -0.79 3.07
F 2.14 1.11 4.18
F 0.07 0.56 3.81
C 1.79 2.73 1.90
F 1.14 3.47 2.81
F 3.14 2.83 2.14
F 1.58 3.38 0.64
H 1.82 -0.44 0.51
H 3.26 0.18 1.25
H 2.37 1.11 -0.07
C -4.54 3.96 0.37
Si -2.83 3.14 0.87
C -1.77 4.43 1.84
C -3.20 1.80 2.20
C -2.10 2.35 -0.76
Si -0.99 3.37 -2.01
C -2.07 3.87 -3.58
C -0.22 4.94 -1.34
C 0.71 2.70 -2.48
H -5.03 4.39 1.23
H -5.20 3.27 -0.20
H -4.33 4.85 -0.25
H -1.74 4.15 2.91
H -2.28 5.37 1.79
H -0.79 4.46 1.34
H -4.13 2.11 2.72
H -2.38 1.73 2.95
H -3.36 0.81 1.81
H -2.99 2.06 -1.41
H -1.75 3.39 -4.50
H -2.18 4.94 -3.76
H -3.07 3.40 -3.40
H -1.01 5.50 -0.86
H 0.05 5.58 -2.25
H 0.69 4.89 -0.67
H 0.62 1.74 -3.06
H 1.30 2.54 -1.59
H 1.16 3.54 -2.99
*
```

[3]
Here is a molecular structure, C21H29F9NO3P2Zr in a non-equilibrium geometry from the Open Molecules 2025 dataset. Energies are from wB97M-V/def2-TZVPD.

Properties
Total energy: -74188.1886 eV
E_HOMO: -0.354 Eh
Energy relative to the best compared isomer or geometry (same formula, charge and spin): 0.0 kcal/mol
LUMO level: -4.10 eV

ORCA input file:
```
! RIJCOSX wB97M-V def2-TZVPD def2/J DEFGRID3
* xyz 1 1
C -0.71 3.80 -1.59
C -0.88 2.50 -1.07
N 0.10 2.00 -0.20
C 1.11 2.80 0.22
C 1.25 4.10 -0.26
C 0.34 4.59 -1.19
C -2.02 1.73 -1.38
P -2.37 0.12 -0.72
Zr -0.12 -0.07 0.67
P 2.73 0.61 0.91
C 2.05 2.25 1.29
C -0.06 -2.34 0.29
C -1.17 -3.03 0.79
C -1.16 -4.43 0.81
C -0.03 -5.13 0.38
C 1.08 -4.44 -0.11
C 1.05 -3.04 -0.19
O -1.62 1.28 -5.39
O 0.90 -1.72 -3.26
H -1.46 4.14 -2.31
H 2.08 4.69 0.11
H 0.45 5.60 -1.59
C -3.92 0.30 0.21
C -2.80 -0.89 -2.17
H 2.93 2.91 1.39
H 1.54 2.22 2.27
H -1.66 1.24 -6.34
H -2.70 2.16 -2.12
C 3.72 -0.05 2.25
C 3.75 0.76 -0.55
H -2.04 -2.49 1.17
H -2.04 -4.97 1.18
H -0.01 -6.23 0.43
H 1.97 -4.98 -0.43
H 1.90 -2.49 -0.61
H 1.46 -0.41 1.54
H 0.55 -2.63 -3.24
H 1.81 -1.84 -3.53
H -0.73 0.96 -5.16
H 1.80 -0.44 0.23
H -4.68 0.76 -0.43
H -4.26 -0.69 0.55
H -3.76 0.94 1.09
H -3.74 -0.53 -2.59
H -2.00 -0.81 -2.92
H -2.91 -1.94 -1.86
H 4.71 1.23 -0.29
H 3.95 -0.24 -0.97
H 3.25 1.37 -1.32
H 4.64 0.54 2.34
H 3.16 -0.03 3.19
H 3.96 -1.09 2.02
F -2.98 1.37 3.41
C -2.53 0.22 3.99
F -2.92 0.20 5.28
F -3.14 -0.80 3.33
C -1.00 0.11 3.82
O -0.69 -0.01 2.46
C -0.32 1.38 4.36
F -0.65 1.68 5.63
F 1.04 1.23 4.30
F -0.62 2.44 3.55
C -0.46 -1.14 4.54
F -0.50 -1.04 5.89
F -1.16 -2.24 4.17
F 0.83 -1.37 4.16
*
```

[4]
Here is 2 unconnected molecules or ions with the total composition C21H29N2O4 in a non-equilibrium geometry from the Open Molecules 2025 dataset. Energies are from wB97M-V/def2-TZVPD.

Properties
Total energy: -33407.0097 eV
E_HOMO: -0.404 Eh
Energy relative to the best compared isomer or geometry (same formula, charge and spin): 85.6 kcal/mol
LUMO level: -3.59 eV

ORCA input file:
```
! RIJCOSX wB97M-V def2-TZVPD def2/J DEFGRID3
* xyz 1 1
C 5.54 1.00 2.61
C 5.06 0.65 1.37
C 3.75 1.24 0.90
C 3.33 0.80 -0.48
C 4.29 0.59 -1.44
C 3.92 0.19 -2.72
C 2.58 0.02 -3.00
C 1.63 0.25 -2.03
O 0.34 0.12 -2.29
C -0.23 1.13 -3.18
C -0.23 2.55 -2.64
C -1.52 3.00 -1.92
C -2.30 1.92 -1.16
N 2.01 0.63 -0.78
C 0.96 0.88 0.22
C 0.55 -0.35 1.07
O 1.18 -0.34 2.35
C 0.80 -1.72 0.46
N -0.33 -2.14 -0.38
H 5.63 0.28 3.42
H 5.80 2.02 2.85
H 5.66 0.01 0.73
H 3.00 0.97 1.64
H 3.79 2.34 0.86
H 5.33 0.72 -1.19
H 4.66 0.02 -3.48
H 2.25 -0.29 -3.99
H -1.23 0.78 -3.44
H 0.35 1.10 -4.11
H 0.63 2.75 -2.00
H -0.10 3.20 -3.51
H -2.19 3.53 -2.59
H -1.22 3.74 -1.17
H -2.47 1.01 -1.73
H -1.87 1.68 -0.19
H -3.29 2.32 -0.93
H 0.09 1.24 -0.31
H 1.25 1.67 0.89
H -0.53 -0.28 1.25
H 1.11 0.55 2.71
H 1.73 -1.79 -0.10
H 0.89 -2.40 1.31
H -1.19 -2.03 0.15
H -0.21 -3.13 -0.55
C -4.73 -1.13 2.03
C -5.95 -1.54 2.36
C -6.25 -2.98 2.56
O -7.36 -3.36 2.85
C -5.13 -3.94 2.39
C -3.91 -3.53 2.06
C -3.62 -2.09 1.86
O -2.50 -1.71 1.56
H -4.49 -0.08 1.88
H -6.78 -0.85 2.49
H -5.37 -4.99 2.54
H -3.08 -4.21 1.93
*
```

[5]
Here is a molecular structure, C21H29N2S4V in a non-equilibrium geometry from the Open Molecules 2025 dataset. Energies are from wB97M-V/def2-TZVPD.

Properties
<S²>: 2.03
Total energy: -94258.8246 eV
E_HOMO (alpha / beta): -0.283 / -0.283 Eh
Energy relative to the best compared isomer or geometry (same formula, charge and spin): 5.2 kcal/mol
LUMO level (alpha / beta): -0.89 / -0.68 eV

ORCA input file:
```
! RIJCOSX wB97M-V def2-TZVPD def2/J DEFGRID3
* xyz 0 3
V 1.10 -0.19 0.13
S 3.13 -1.15 -0.05
S 3.52 -2.06 1.74
S 2.64 -0.74 3.06
S 0.73 -0.68 2.32
C 0.17 -3.20 -2.79
C 0.17 -2.77 -1.32
C 0.96 -3.77 -0.47
C -1.23 -2.62 -0.76
C -2.05 -3.74 -0.75
C -3.30 -3.70 -0.17
C -3.74 -2.52 0.40
C -2.98 -1.36 0.39
C -3.53 -0.12 1.11
C -2.78 0.11 2.42
C -5.03 -0.18 1.38
C -1.70 -1.41 -0.21
N -0.83 -0.29 -0.24
C -1.21 0.91 -0.58
C -0.30 1.97 -0.49
C -0.47 3.35 -0.68
C 0.78 3.92 -0.50
C 1.69 2.89 -0.24
N 1.03 1.70 -0.21
C 3.19 3.04 -0.17
C 3.81 2.35 -1.40
C 3.56 4.53 -0.23
C 3.75 2.46 1.13
H 1.18 -3.14 -3.19
H -0.48 -2.55 -3.39
H -0.18 -4.23 -2.90
H 0.68 -1.79 -1.29
H 0.53 -4.77 -0.57
H 0.95 -3.49 0.58
H 2.00 -3.81 -0.81
H -1.69 -4.66 -1.19
H -3.93 -4.58 -0.15
H -4.71 -2.51 0.87
H -3.38 0.76 0.48
H -2.94 -0.73 3.10
H -3.14 1.02 2.90
H -1.71 0.22 2.26
H -5.28 -0.89 2.16
H -5.60 -0.43 0.48
H -5.36 0.81 1.72
H -2.20 1.10 -0.99
H -1.40 3.85 -0.89
H 1.01 4.97 -0.55
H 3.39 2.76 -2.32
H 3.62 1.28 -1.37
H 4.89 2.50 -1.42
H 3.21 4.99 -1.16
H 4.65 4.62 -0.19
H 3.14 5.07 0.62
H 3.50 1.40 1.23
H 3.34 2.99 1.99
H 4.84 2.56 1.15
*
```

[6]
Here is C21H29N3O2 in the gas phase from the Open Molecules 2025 dataset. Energies are from wB97M-V/def2-TZVPD.

Properties
Total energy: -30813.3598 eV
E_HOMO: -0.311 Eh
Energy relative to the best compared isomer or geometry (same formula, charge and spin): 49.2 kcal/mol
LUMO level: 0.85 eV

ORCA input file:
```
! RIJCOSX wB97M-V def2-TZVPD def2/J DEFGRID3
* xyz 0 1
C -5.59 -1.31 -0.11
C -5.37 0.20 -0.08
O -4.07 0.54 0.40
C -3.07 0.54 -0.49
O -3.21 0.23 -1.64
C -1.77 1.06 0.12
C -1.30 0.11 1.24
C -1.08 -1.30 0.76
C -2.11 -2.22 0.75
C -1.91 -3.50 0.27
C -0.67 -3.88 -0.21
C 0.37 -2.97 -0.19
C 0.17 -1.69 0.29
C -2.03 2.47 0.66
C -0.72 3.15 1.08
C 0.30 3.09 -0.05
N 0.51 1.71 -0.45
C 1.68 1.51 -1.29
C 2.78 0.87 -0.50
C 3.18 1.15 0.82
N 4.17 0.36 1.20
N 4.42 -0.43 0.16
C 5.50 -1.39 0.22
C 6.76 -0.83 -0.43
C 3.61 -0.16 -0.88
C -0.71 1.15 -0.99
H -4.87 -1.78 -0.78
H -6.60 -1.51 -0.48
H -5.49 -1.73 0.88
H -6.06 0.68 0.61
H -5.48 0.61 -1.09
H -0.37 0.50 1.63
H -2.06 0.12 2.03
H -3.08 -1.94 1.14
H -2.73 -4.21 0.27
H -0.51 -4.88 -0.59
H 1.35 -3.25 -0.55
H 0.99 -0.98 0.32
H -2.72 2.42 1.51
H -2.50 3.06 -0.12
H -0.31 2.65 1.96
H -0.92 4.19 1.34
H 1.25 3.50 0.29
H -0.06 3.70 -0.90
H 1.44 0.86 -2.14
H 2.03 2.47 -1.70
H 2.78 1.88 1.50
H 5.68 -1.60 1.27
H 5.18 -2.30 -0.29
H 7.07 0.08 0.07
H 6.59 -0.61 -1.48
H 7.57 -1.56 -0.36
H 3.67 -0.71 -1.80
H -0.52 0.15 -1.38
H -1.12 1.76 -1.82
*
```

[7]
Here is a molecular structure, C21H29N3O4 in a non-equilibrium geometry from the Open Molecules 2025 dataset. Energies are from wB97M-V/def2-TZVPD.

Properties
Total energy: -34888.2768 eV
E_HOMO: -0.304 Eh
Energy relative to the best compared isomer or geometry (same formula, charge and spin): 509.5 kcal/mol
LUMO level: 0.39 eV

ORCA input file:
```
! RIJCOSX wB97M-V def2-TZVPD def2/J DEFGRID3
* xyz 0 1
C 6.91 1.89 -4.18
H 6.86 2.66 -3.45
O 5.55 1.14 -3.93
C 5.35 0.17 -4.93
C 3.86 -0.31 -4.84
N 3.91 -0.69 -3.33
C 3.05 -0.05 -2.48
O 2.02 0.41 -2.97
C 3.07 -0.76 -1.10
C 2.56 -2.11 -0.87
C 1.21 -2.41 -0.96
N 0.49 -1.55 -0.14
C -0.35 -1.89 0.82
O -0.36 -3.24 1.11
C -0.89 -1.11 1.93
C -1.12 -1.72 3.31
C -2.51 -0.92 3.77
O -2.88 -1.10 4.90
N -3.03 -0.43 2.84
C -4.00 0.51 2.88
C -4.62 0.91 3.91
C -5.53 1.76 4.09
C -6.31 2.06 2.92
C -5.70 1.70 1.74
C -4.81 0.56 1.53
H -4.44 0.46 0.71
H -6.40 2.06 0.62
C -7.60 2.83 2.94
H -7.70 3.49 1.89
H -7.49 3.87 3.62
H -8.47 2.27 3.19
H -6.16 2.07 4.84
H -4.14 0.67 4.98
C -2.20 -0.37 1.46
H -2.05 0.55 1.00
H -2.62 -1.31 1.01
H -0.57 -1.94 3.96
H -1.36 -2.71 3.22
H -0.09 -0.28 2.30
C 0.94 -0.07 -0.19
H 0.20 0.78 0.57
C 2.52 0.27 0.03
H 2.57 1.30 -0.34
H 2.57 0.12 0.87
H 0.54 0.18 -1.34
H 0.61 -3.22 -0.82
H 0.73 -1.80 -2.01
H 2.97 -2.63 -1.57
H 2.83 -2.63 0.12
H 4.28 -0.65 -0.77
H 4.59 -1.38 -2.88
H 3.78 -1.28 -5.34
H 3.09 0.31 -4.76
H 5.46 0.62 -5.91
H 6.11 -0.51 -4.67
H 7.07 2.31 -5.07
H 7.70 1.15 -4.22
*
```

[8]
Here is C21H29N3O5 in the gas phase from the Open Molecules 2025 dataset. Energies are from wB97M-V/def2-TZVPD.

Properties
Total energy: -36957.3530 eV
E_HOMO: -0.292 Eh
Energy relative to the best compared isomer or geometry (same formula, charge and spin): 16.8 kcal/mol
LUMO level: 0.58 eV

ORCA input file:
```
! RIJCOSX wB97M-V def2-TZVPD def2/J DEFGRID3
* xyz 0 1
C -2.60 0.44 4.72
O -1.33 0.05 4.27
C -0.83 0.61 3.12
C -1.53 1.55 2.37
C -1.01 2.05 1.19
N -1.69 2.98 0.44
C -1.25 3.49 -0.75
O -1.87 4.36 -1.32
N -0.07 2.96 -1.24
C 0.35 3.40 -2.56
C -0.67 3.08 -3.67
C -1.31 1.69 -3.63
C -0.46 0.55 -4.20
C 0.63 0.00 -3.28
C 0.13 -0.59 -1.97
O -0.79 -0.13 -1.32
N 0.82 -1.67 -1.57
C 0.60 -2.34 -0.30
C 1.92 -2.54 0.46
C 2.23 -4.03 0.36
C 0.84 -4.66 0.40
C 0.01 -3.75 -0.50
C 0.75 2.08 -0.55
O 1.83 1.74 -1.00
C 0.23 1.62 0.74
C 0.95 0.71 1.51
C 0.45 0.20 2.69
O 1.25 -0.72 3.31
C 1.16 -0.93 4.70
H -2.64 1.51 4.96
H -3.38 0.20 3.99
H -2.77 -0.13 5.63
H -2.50 1.88 2.69
H -2.58 3.33 0.76
H 0.50 4.49 -2.53
H 1.31 2.92 -2.75
H -0.18 3.24 -4.63
H -1.48 3.81 -3.58
H -2.22 1.74 -4.22
H -1.60 1.44 -2.61
H -1.14 -0.28 -4.44
H 0.01 0.88 -5.13
H 1.33 0.79 -3.00
H 1.20 -0.76 -3.82
H 1.59 -2.01 -2.13
H -0.08 -1.69 0.25
H 2.72 -1.92 0.05
H 1.79 -2.26 1.51
H 2.88 -4.38 1.16
H 2.71 -4.26 -0.59
H 0.84 -5.70 0.06
H 0.46 -4.63 1.42
H 0.14 -4.05 -1.54
H -1.05 -3.79 -0.26
H 1.92 0.38 1.16
H 0.28 -1.52 4.97
H 2.06 -1.48 4.97
H 1.13 0.02 5.25
*
```